Computed, not measured: a molecular structure, C17H19BN6O2V at a distorted geometry, with ωB97M-V/def2-TZVPD.

The geometry in ORCA input format:
```
! RIJCOSX wB97M-V def2-TZVPD def2/J DEFGRID3
* xyz 0 4
H -0.38 -3.60 1.71
N 1.09 -2.44 0.72
B 3.28 -1.41 -0.11
N 2.49 -2.51 0.64
C 2.90 -3.57 1.34
V 0.10 -1.06 -0.19
H 3.96 -3.80 1.40
C 1.79 -4.20 1.91
H 1.80 -5.07 2.54
C 0.68 -3.47 1.50
H 4.46 -1.62 -0.12
C -1.94 3.54 -0.21
H -2.92 3.44 -0.68
H -1.28 2.75 -0.60
H -1.52 4.52 -0.45
N 2.96 -0.05 0.60
N 2.70 -1.28 -1.54
N 1.65 0.33 0.70
N 1.33 -1.05 -1.70
C 3.75 0.91 1.12
C 3.30 -1.19 -2.73
H 4.82 0.77 1.12
H 4.36 -1.34 -2.81
C 2.94 1.94 1.57
C 2.33 -0.91 -3.70
C 1.62 1.54 1.30
C 1.11 -0.82 -3.03
H 3.24 2.85 2.04
H 2.49 -0.77 -4.75
H 0.67 2.03 1.49
H 0.11 -0.62 -3.39
H -2.04 3.44 0.84
O -1.68 -1.07 0.84
C -2.18 -0.45 -0.17
O -1.38 -0.08 -1.13
C -3.61 -0.11 -0.30
C -4.04 0.37 -1.54
C -5.34 0.84 -1.67
C -6.19 0.81 -0.56
C -5.77 0.28 0.66
C -4.46 -0.19 0.80
H -3.34 0.37 -2.38
H -5.67 1.23 -2.63
H -7.21 1.20 -0.66
H -6.45 0.24 1.51
H -4.08 -0.60 1.74
*
```

The value obtained for the largest force on an atom is 3.53 eV/Å. The energy is -57340.836 eV. For the highest occupied orbital energy (alpha / beta), the calculation gives -6.667 / -8.960 eV.